No. 1
C38H53N15 | the ωB97M-V functional and the def2-TZVPD basis

```
106
Properties=species:S:1:pos:R:3:mulliken_charge:R:1
C 3.9900 -2.8799 -1.8734 -0.76
C 4.4342 -1.9173 -3.0796 0.64
C 5.1083 -2.5073 -4.3912 -0.55
C 5.5752 -1.6294 -5.6015 -0.41
C 5.4146 -0.0733 -5.5474 -0.52
C 4.7525 0.5336 -4.2696 -0.27
C 4.2389 -0.3445 -3.0493 0.16
C 3.5250 0.4207 -1.8016 -0.45
C 2.2925 1.2986 -2.3725 0.05
C 2.5480 2.8568 -2.0161 -0.26
N 2.8548 4.0301 -1.9313 -0.52
C 0.8373 0.8126 -1.8360 -0.01
C 0.5897 1.2231 -0.3024 0.06
N 0.1034 1.6864 0.7107 -0.59
C 0.6662 -0.7943 -2.0708 -0.40
C -0.9274 -1.1007 -2.2493 -0.25
N -1.4154 -0.7152 -3.6318 -0.68
H 4.6526 -3.8253 -1.7900 0.26
H 2.9244 -3.2340 -2.1038 0.25
H 4.0447 -2.3746 -0.8329 -0.01
H 5.2769 -3.6482 -4.5035 0.30
H 6.0609 -2.0733 -6.5466 0.30
H 5.7513 0.6484 -6.3825 0.30
H 4.5924 1.6684 -4.1543 0.31
H 4.3238 1.1693 -1.4200 0.41
H 3.2383 -0.3380 -0.9958 0.09
H 2.2284 1.2205 -3.5302 0.62
H 0.0686 1.2947 -2.5626 0.40
H 1.1414 -1.0988 -3.0858 0.26
H 1.1269 -1.4105 -1.2136 0.28
H -1.1280 -2.2221 -2.1137 0.45
H -1.5112 -0.4728 -1.4846 -0.06
H -2.3737 -0.3670 -3.4713 0.27
H -1.5250 -1.5682 -4.2172 0.28
C 7.5930 -3.3417 -0.1940 -0.03
C 7.1909 -4.5079 -1.0490 0.35
N 6.8676 -5.4287 -1.7285 -0.52
H 6.7247 -2.9616 0.3464 -0.38
H 8.3521 -3.6526 0.5242 0.39
H 7.9996 -2.5448 -0.8199 0.29
C 6.4937 -2.4953 3.7022 -0.79
C 5.7836 -1.9250 2.5081 0.48
N 5.2218 -1.4737 1.5629 -0.52
H 7.1994 -3.2644 3.3820 0.27
H 7.0388 -1.7056 4.2220 0.28
H 5.7695 -2.9393 4.3875 0.27
C 9.5691 -8.1026 -0.4241 -0.80
C 9.4153 -6.7460 0.1996 0.41
N 9.2938 -5.6722 0.6911 -0.47
H 10.2998 -8.0582 -1.2336 0.27
H 9.9101 -8.8191 0.3253 0.29
H 8.6109 -8.4362 -0.8267 0.27
C 1.2203 6.8971 -1.9474 -0.70
C 1.3175 8.3956 -1.8973 0.28
N 1.4039 9.5878 -1.8572 -0.48
H 2.2067 6.4661 -2.1257 0.35
H 0.8325 6.5180 -1.0003 0.30
H 0.5490 6.5952 -2.7536 0.31
C -3.4064 -1.4000 0.9018 0.42
C -2.8306 -2.6952 0.4052 0.32
N -2.3752 -3.7207 0.0122 -0.55
H -2.9179 -1.1093 1.8371 -0.04
H -3.2506 -0.6152 0.1587 -0.04
H -4.4779 -1.5142 1.0797 -0.03
C -2.1468 9.5861 -2.1449 -0.38
C -3.4692 8.9050 -2.3547 0.37
N -4.5157 8.3656 -2.5206 -0.49
H -2.2003 10.2413 -1.2736 0.29
H -1.3667 8.8416 -1.9811 -0.13
H -1.8921 10.1818 -3.0231 0.32
C -5.7917 0.9794 -1.2323 -0.63
C -5.1242 0.1160 -2.2632 0.48
N -4.5957 -0.5712 -3.0765 -0.55
H -5.3483 1.9772 -1.2400 0.30
H -6.8576 1.0617 -1.4491 0.33
H -5.6637 0.5404 -0.2422 0.05
C 0.1329 -2.3969 3.9267 -0.78
C -1.1978 -1.7219 3.7626 0.41
N -2.2512 -1.1879 3.6326 -0.53
H 0.0570 -3.4441 3.6282 0.29
H 0.8795 -1.9015 3.3031 0.24
H 0.4488 -2.3454 4.9702 0.30
C -7.2307 -1.8856 2.6439 -0.79
C -7.5859 -0.8913 1.5761 0.59
N -7.8674 -0.1043 0.7297 -0.55
H -6.3110 -1.5843 3.1391 0.04
H -8.0299 -1.9404 3.3807 0.31
H -7.0881 -2.8734 2.1990 0.39
C -5.0322 7.0590 0.4760 -0.36
C -5.8778 7.6301 1.5783 0.27
N -6.5465 8.0819 2.4506 -0.40
H -4.0475 6.7911 0.8640 0.26
H -5.5083 6.1662 0.0669 0.22
H -4.9124 7.7954 -0.3212 -0.01
C -8.9902 -3.1108 6.6991 -0.71
C -8.3313 -3.9786 5.6657 0.39
N -7.8099 -4.6641 4.8470 -0.44
H -8.5439 -2.1145 6.6859 0.22
H -10.0574 -3.0260 6.4870 0.25
H -8.8574 -3.5480 7.6904 0.31
C -4.8076 0.7969 5.0749 -0.78
C -6.1291 0.1099 4.8818 0.54
N -7.1750 -0.4353 4.7289 -0.54
H -4.8530 1.4495 5.9486 0.34
H -4.0214 0.0545 5.2242 0.18
H -4.5687 1.3962 4.1944 0.27
```

Summary:
- M (g mol⁻¹) = 719.95
- E_tot (eV) = -62604.62994
- E_LUMO (hartree) = -0.0002
- ΔE to the lowest compared entry with this formula, charge and spin (kJ/mol) = 805.78
- HOMO-LUMO gap (eV) = 8.646
- maximum force (eV/Å) = 6.85

***

No. 2
C27H38N3O2S3SiSn | the ωB97M-V functional and the def2-TZVPD basis

```
75
Properties=species:S:1:pos:R:3:mulliken_charge:R:1
Sn -0.5321 -0.2896 -0.6206 1.21
N -0.6977 2.5303 1.3347 -0.34
C -1.6501 3.2833 0.5230 -0.60
C -1.0818 3.5750 -0.8647 -0.68
N -0.9920 2.3872 -1.7282 -0.30
H -1.1137 2.2166 2.2040 0.18
H 0.1009 3.1083 1.5741 0.22
H -1.9336 4.2387 0.9851 0.42
H -2.5565 2.6853 0.4092 0.23
H -0.0766 3.9914 -0.7465 0.27
H -1.7076 4.3534 -1.3218 0.41
H -0.5150 2.6285 -2.5889 0.15
H -1.9239 2.0602 -1.9665 0.22
O 1.6192 -0.0815 2.1722 -0.59
C 2.4839 -1.0893 1.6638 0.50
C 2.1045 -2.4780 2.1711 -0.97
C 0.8707 -3.1146 1.4873 0.29
C -0.4449 -2.8088 2.1553 0.14
C -1.0128 -3.7051 3.0542 -0.82
C -2.2151 -3.3894 3.6659 -0.41
C -2.8097 -2.1755 3.3714 -0.89
C -2.1871 -1.3494 2.4512 -0.23
N -1.0410 -1.6546 1.8509 0.41
H 1.2758 0.4243 1.4250 0.19
H 3.5068 -0.8655 1.9920 0.30
H 2.4740 -1.0912 0.5705 -0.42
H 1.9531 -2.4325 3.2536 0.41
H 2.9681 -3.1219 1.9825 0.46
H 0.9971 -4.1981 1.4728 0.51
H 0.8175 -2.7659 0.4523 -0.60
H -0.5179 -4.6477 3.2522 0.42
H -2.6873 -4.0905 4.3425 0.39
H -3.7564 -1.8850 3.8045 0.40
H -2.6489 -0.4139 2.1533 0.32
S -4.2736 -2.7845 -0.4124 -0.34
C -3.1240 -1.7268 -0.9584 0.16
S -1.6806 -2.2962 -1.7769 -0.52
S -3.2713 -0.0179 -0.7602 -0.45
C 2.9817 -0.2200 -5.4899 -1.87
C 1.9615 -0.3866 -4.3589 2.26
C 0.8424 0.6459 -4.5362 -1.32
C 1.3508 -1.7904 -4.4384 -1.75
Si 2.7228 -0.1532 -2.6162 -1.37
O 1.6345 -0.1980 -1.4658 -0.05
C 3.5900 1.5438 -2.5451 0.71
C 4.6796 1.9314 -3.3288 -0.25
C 5.2767 3.1765 -3.1806 -0.93
C 4.7889 4.0738 -2.2415 -0.47
C 3.6966 3.7178 -1.4624 -0.57
C 3.1102 2.4694 -1.6161 0.01
C 4.0098 -1.5301 -2.3326 0.61
C 5.2921 -1.5578 -2.8846 -0.07
C 6.1818 -2.5872 -2.6069 -0.85
C 5.8079 -3.6213 -1.7609 -0.47
C 4.5368 -3.6182 -1.2038 -0.72
C 3.6540 -2.5878 -1.4935 -0.22
H 2.5078 -0.4161 -6.4590 0.49
H 3.8167 -0.9178 -5.3757 0.34
H 3.3838 0.7959 -5.5140 0.31
H 0.3498 0.5216 -5.5073 0.49
H 1.2334 1.6672 -4.4749 0.34
H 0.0873 0.5192 -3.7555 -0.08
H 0.8344 -1.9316 -5.3949 0.49
H 0.6217 -1.9431 -3.6381 0.14
H 2.1202 -2.5622 -4.3470 0.34
H 5.0764 1.2587 -4.0798 0.17
H 6.1257 3.4462 -3.7985 0.39
H 5.2575 5.0432 -2.1197 0.36
H 3.3088 4.4165 -0.7294 0.41
H 2.2590 2.1851 -1.0046 0.39
H 5.6211 -0.7599 -3.5397 0.08
H 7.1720 -2.5788 -3.0486 0.42
H 6.5050 -4.4209 -1.5400 0.35
H 4.2373 -4.4218 -0.5404 0.43
H 2.6605 -2.5939 -1.0578 0.40
```

Summary:
- M (g mol⁻¹) = 679.62
- E_tot (eV) = -83401.26566
- E_LUMO (hartree) = 0.0948
- ΔE to the lowest compared entry with this formula, charge and spin (kJ/mol) = 0.00
- HOMO-LUMO gap (eV) = 6.744
- total charge = -1
- maximum force (eV/Å) = 0.82

***

No. 3
C2H11NO5 | the ωB97M-V functional and the def2-TZVPD basis

```
19
Properties=species:S:1:pos:R:3:mulliken_charge:R:1
C -0.2893 1.8784 -1.3828 -1.00
N 0.7064 0.8613 -1.0589 -0.07
C 1.8477 0.9586 -0.2978 0.66
O 2.6608 0.0761 -0.3045 -0.60
O 2.0586 2.1972 0.2020 -0.47
H 0.2591 2.7850 -1.4816 0.42
H -0.8458 1.7707 -2.3330 0.31
H -1.1652 1.8200 -0.7231 0.26
H 0.3513 -0.0506 -1.3305 0.21
H 1.3190 2.8047 0.2754 0.31
O -2.3060 -1.0743 2.1493 -0.61
H -2.9327 -0.5689 1.6126 0.30
H -1.7118 -1.2094 1.3740 0.32
O 0.3152 -1.3866 1.7718 -0.58
H 1.1796 -1.3298 1.3431 0.29
H 0.1430 -1.9865 2.4955 0.28
O -0.5193 -2.2079 -0.5915 -0.58
H 0.2243 -2.8455 -0.6378 0.29
H -1.2951 -2.4923 -1.0823 0.28
```

Summary:
- SMILES = CNC(=O)O.O.O.O
- M (g mol⁻¹) = 129.11
- E_tot (eV) = -13979.60175
- E_LUMO (hartree) = 0.0090
- ΔE to the lowest compared entry with this formula, charge and spin (kJ/mol) = 123.09
- HOMO-LUMO gap (eV) = 9.961
- maximum force (eV/Å) = 2.80

***

No. 4
C21H18N2O6 | the ωB97M-V functional and the def2-TZVPD basis

```
47
Properties=species:S:1:pos:R:3:mulliken_charge:R:1
N -3.7547 -2.7299 -1.0486 -0.57
C -2.6332 -2.6934 -0.8096 0.03
C -1.2530 -2.6648 -0.5181 0.28
C -0.3574 -2.1229 -1.4358 -0.61
C 0.9937 -2.0896 -1.1544 0.00
C 1.4679 -2.6052 0.0470 0.66
O 2.7885 -2.6678 0.4024 -0.49
C 3.6911 -1.7760 -0.1870 -0.78
C 3.4171 -0.3412 0.2546 0.90
O 2.6297 -0.0399 1.1091 -0.50
O 4.1966 0.5170 -0.4050 -0.38
C 4.1339 1.8938 -0.0190 -0.54
C 3.3949 2.7503 -1.0460 -0.74
C 1.9445 2.3183 -1.2374 -0.45
O 1.2741 2.2931 0.0234 -0.38
C 0.3783 1.3157 0.2009 1.04
O 0.0264 0.5599 -0.6613 -0.55
C -0.1190 1.2956 1.6379 -0.79
O -1.1687 0.3902 1.8364 -0.42
C -2.3533 0.5888 1.1968 0.78
C -2.6623 1.6906 0.4038 -0.11
C -3.9088 1.7903 -0.1817 -1.12
C -4.8663 0.7981 0.0199 0.38
C -6.1402 0.9216 -0.5756 0.04
N -7.1763 1.0459 -1.0516 -0.54
C -4.5606 -0.3036 0.8221 -0.59
C -3.3183 -0.4006 1.4033 -0.35
C 0.5702 -3.1593 0.9615 -0.71
C -0.7772 -3.1859 0.6876 -0.38
H -0.7247 -1.7163 -2.3652 0.42
H 1.6620 -1.6530 -1.8803 0.25
H 4.6784 -2.0603 0.1912 0.37
H 3.7149 -1.8371 -1.2817 0.33
H 5.1702 2.2280 0.0692 0.38
H 3.6332 1.9636 0.9516 0.34
H 3.4257 3.7817 -0.6944 0.35
H 3.8979 2.6901 -2.0116 0.37
H 1.4245 3.0202 -1.8976 0.47
H 1.8846 1.3186 -1.6819 0.17
H -0.3767 2.3144 1.9569 0.36
H 0.7049 0.9259 2.2555 0.36
H -1.9385 2.4715 0.2277 0.44
H -4.1466 2.6430 -0.8008 0.45
H -5.2970 -1.0773 0.9732 0.44
H -3.0595 -1.2417 2.0260 0.46
H 0.9603 -3.5544 1.8857 0.46
H -1.4710 -3.6059 1.4007 0.47
```

Summary:
- SMILES = N#Cc1ccc(OCC(=O)OCCCOC(=O)COc2ccc(C#N)cc2)cc1
- M (g mol⁻¹) = 394.38
- E_tot (eV) = -37333.74360
- E_LUMO (hartree) = 0.0130
- ΔE to the lowest compared entry with this formula, charge and spin (kJ/mol) = 102.61
- HOMO-LUMO gap (eV) = 9.076
- maximum force (eV/Å) = 0.90